Entry 1:
Density functional theory data (ωB97M-V/def2-TZVPD) for a 2-piece molecular cluster, C24H28N2O7S2 overall.

Cartesian coordinates (Å):
C (-4.977, 3.490, -1.878)
O (-4.476, 2.356, -1.130)
C (-3.166, 2.033, -1.288)
C (-2.313, 2.720, -2.186)
C (-0.972, 2.397, -2.224)
C (-0.439, 1.376, -1.407)
C (0.972, 1.046, -1.431)
C (1.952, 1.968, -1.305)
S (3.673, 1.498, -1.410)
O (4.189, 1.307, -0.068)
O (3.778, 0.452, -2.404)
C (4.369, 3.011, -2.124)
C (4.352, 4.207, -1.191)
C (3.177, 4.235, -0.236)
S (1.626, 3.706, -1.000)
O (1.499, 4.376, -2.281)
O (0.607, 3.841, 0.018)
C (-1.315, 0.652, -0.570)
C (-2.651, 0.981, -0.483)
H (-6.024, 3.545, -1.585)
H (-4.448, 4.416, -1.602)
H (-4.888, 3.331, -2.963)
H (-2.686, 3.528, -2.823)
H (-0.347, 2.917, -2.948)
H (1.276, 0.005, -1.535)
H (5.394, 2.699, -2.355)
H (3.815, 3.205, -3.053)
H (5.276, 4.215, -0.601)
H (4.344, 5.122, -1.797)
H (3.329, 3.596, 0.643)
H (2.936, 5.257, 0.078)
H (-0.883, -0.139, 0.047)
H (-3.317, 0.465, 0.208)
C (-0.338, -3.359, -2.192)
O (-0.081, -3.211, -0.768)
C (-1.174, -3.106, 0.032)
C (-0.932, -3.045, 1.410)
N (0.404, -3.000, 1.900)
C (1.392, -2.195, 1.359)
N (2.487, -2.496, 2.125)
C (3.788, -1.911, 1.964)
C (2.195, -3.434, 3.122)
C (0.893, -3.740, 2.980)
C (-2.021, -2.986, 2.295)
O (-1.727, -2.874, 3.615)
C (-2.848, -2.703, 4.518)
C (-3.342, -2.957, 1.804)
C (-3.555, -3.012, 0.433)
C (-2.494, -3.100, -0.461)
H (0.651, -3.445, -2.645)
H (-0.938, -4.261, -2.402)
H (-0.865, -2.475, -2.594)
H (3.762, -1.170, 1.153)
H (4.113, -1.422, 2.897)
H (4.538, -2.686, 1.737)
H (2.937, -3.779, 3.819)
H (0.268, -4.416, 3.519)
H (-2.395, -2.623, 5.505)
H (-3.415, -1.790, 4.273)
H (-3.528, -3.570, 4.472)
H (-4.183, -2.874, 2.493)
H (-4.574, -2.998, 0.052)
H (-2.683, -3.179, -1.533)

## Properties
Net charge ... 0
Multiplicity ... 1

Entry 2:
Density functional theory data (ωB97M-V/def2-TZVPD) for one molecule with the formula C24H28N4O.

Cartesian coordinates (Å):
C (-6.661, -0.181, -1.360)
H (-6.425, 0.611, -2.068)
H (-6.219, -1.106, -1.720)
H (-7.741, -0.306, -1.329)
C (-6.130, 0.173, 0.031)
C (-4.645, 0.435, -0.015)
C (-3.749, -0.557, -0.398)
C (-2.391, -0.312, -0.447)
C (-1.884, 0.941, -0.108)
C (-2.779, 1.932, 0.292)
C (-4.135, 1.681, 0.332)
H (-4.813, 2.465, 0.638)
H (-2.386, 2.899, 0.564)
C (-0.447, 1.239, -0.143)
N (-0.022, 2.192, 0.655)
C (1.283, 2.509, 0.675)
C (1.710, 3.537, 1.542)
C (3.029, 3.886, 1.603)
C (3.979, 3.228, 0.804)
C (3.599, 2.226, -0.046)
C (2.247, 1.845, -0.135)
C (1.767, 0.820, -0.989)
C (0.428, 0.530, -0.998)
H (0.041, -0.217, -1.671)
C (2.708, 0.063, -1.871)
O (3.395, 0.554, -2.741)
N (2.724, -1.271, -1.622)
N (2.056, -1.838, -0.536)
C (1.328, -3.037, -0.912)
C (0.488, -3.485, 0.293)
N (1.276, -3.723, 1.484)
C (2.015, -4.968, 1.476)
H (2.787, -5.039, 0.697)
H (2.496, -5.091, 2.445)
H (1.311, -5.787, 1.335)
C (2.075, -2.553, 1.778)
C (2.936, -2.091, 0.594)
H (3.443, -1.157, 0.849)
H (3.701, -2.849, 0.352)
H (2.711, -2.760, 2.640)
H (1.387, -1.742, 2.035)
H (-0.065, -4.392, 0.043)
H (-0.224, -2.691, 0.532)
H (0.676, -2.796, -1.753)
H (2.012, -3.845, -1.226)
H (3.403, -1.831, -2.140)
H (4.325, 1.730, -0.673)
H (5.016, 3.523, 0.865)
H (3.354, 4.674, 2.266)
H (0.963, 4.029, 2.146)
H (-1.722, -1.111, -0.729)
H (-4.113, -1.539, -0.661)
C (-6.457, -0.934, 1.035)
H (-6.070, -0.679, 2.019)
H (-6.015, -1.879, 0.728)
H (-7.534, -1.068, 1.109)
H (-6.627, 1.091, 0.362)

## Properties
Net charge ... 0
ΔE to the lowest compared entry with this formula, charge and spin ... 48.6 kcal/mol
Multiplicity ... 1

Entry 3:
Density functional theory data (ωB97M-V/def2-TZVPD) for one molecule with the formula C24H28N4O2.

Cartesian coordinates (Å):
C (5.487, -2.971, -0.977)
H (4.639, -3.562, -1.322)
O (4.942, -1.741, -0.558)
C (5.761, -0.803, 0.016)
C (7.139, -0.971, 0.103)
C (7.939, -0.009, 0.692)
C (7.376, 1.140, 1.215)
C (6.008, 1.309, 1.138)
C (5.177, 0.365, 0.540)
C (3.717, 0.713, 0.562)
O (3.303, 1.572, 1.318)
N (2.944, 0.039, -0.329)
C (1.568, 0.146, -0.556)
C (0.765, 1.070, 0.095)
C (-0.586, 1.083, -0.224)
N (-1.599, 1.873, 0.261)
C (-2.674, 1.486, -0.361)
N (-2.454, 0.475, -1.254)
C (-1.114, 0.184, -1.181)
C (-0.311, -0.739, -1.829)
C (1.028, -0.742, -1.504)
H (1.689, -1.447, -1.989)
H (-0.711, -1.428, -2.559)
C (-3.464, -0.201, -2.021)
C (-4.808, 0.543, -1.877)
N (-5.080, 1.086, -0.568)
C (-4.050, 2.039, -0.198)
H (-4.155, 2.920, -0.847)
H (-4.190, 2.371, 0.832)
C (-5.515, 0.212, 0.512)
C (-6.765, -0.581, 0.124)
C (-7.349, -1.260, 1.361)
C (-6.321, -2.194, 1.993)
C (-5.044, -1.433, 2.338)
C (-4.470, -0.752, 1.097)
H (-4.210, -1.518, 0.365)
H (-3.562, -0.208, 1.362)
H (-4.304, -2.118, 2.757)
H (-5.265, -0.677, 3.095)
H (-6.736, -2.649, 2.893)
H (-6.084, -2.998, 1.291)
H (-8.243, -1.824, 1.084)
H (-7.645, -0.500, 2.087)
H (-7.497, 0.093, -0.323)
H (-6.512, -1.351, -0.609)
H (-5.806, 0.902, 1.316)
H (-4.804, 1.395, -2.567)
H (-5.620, -0.121, -2.174)
H (-3.548, -1.238, -1.674)
H (-3.166, -0.226, -3.076)
H (1.171, 1.751, 0.822)
H (3.404, -0.680, -0.869)
H (5.534, 2.189, 1.548)
H (7.994, 1.892, 1.679)
H (9.007, -0.168, 0.740)
H (7.604, -1.860, -0.293)
H (5.978, -3.494, -0.151)
H (6.194, -2.839, -1.802)

## Properties
Net charge ... 0
ΔE to the lowest compared entry with this formula, charge and spin ... 33.7 kcal/mol
Multiplicity ... 1

Entry 4:
Density functional theory data (ωB97M-V/def2-TZVPD) for one molecule with the formula C24H28N4O3S.

Cartesian coordinates (Å):
O (2.024, 1.006, 1.488)
C (1.710, 0.302, 0.548)
N (2.425, 0.294, -0.606)
C (3.509, 1.248, -0.745)
H (3.693, 1.649, 0.254)
H (4.410, 0.735, -1.096)
C (3.140, 2.393, -1.704)
C (1.770, 2.927, -1.385)
C (1.529, 3.578, -0.181)
C (0.257, 4.011, 0.142)
C (-0.792, 3.810, -0.740)
C (-0.560, 3.177, -1.948)
C (0.713, 2.734, -2.264)
H (0.887, 2.236, -3.209)
H (-1.371, 3.022, -2.645)
H (-1.786, 4.144, -0.483)
H (0.081, 4.501, 1.087)
H (2.340, 3.734, 0.514)
H (3.889, 3.180, -1.601)
H (3.163, 2.039, -2.738)
C (2.171, -0.594, -1.719)
C (2.448, -2.049, -1.408)
C (1.815, -3.043, -2.144)
C (2.074, -4.378, -1.891)
C (2.968, -4.735, -0.896)
C (3.602, -3.750, -0.158)
C (3.346, -2.414, -0.414)
H (3.838, -1.650, 0.170)
H (4.299, -4.021, 0.620)
H (3.168, -5.776, -0.695)
H (1.575, -5.141, -2.470)
H (1.114, -2.767, -2.920)
H (2.833, -0.288, -2.535)
H (1.144, -0.483, -2.082)
C (0.468, -0.581, 0.602)
H (0.605, -1.492, 0.013)
C (0.165, -0.968, 2.052)
C (-1.144, -1.748, 2.126)
N (-2.246, -1.022, 1.528)
S (-2.986, 0.125, 2.481)
O (-2.640, 1.478, 2.127)
O (-2.874, -0.278, 3.847)
C (-4.667, -0.044, 1.936)
C (-5.569, -1.067, 1.806)
N (-6.732, -0.589, 1.302)
C (-6.555, 0.693, 1.129)
N (-5.314, 1.077, 1.494)
H (-4.881, 1.988, 1.486)
H (-7.297, 1.364, 0.744)
H (-5.444, -2.102, 2.044)
C (-2.001, -0.589, 0.171)
C (-0.714, 0.226, 0.053)
H (-0.552, 0.508, -0.989)
H (-0.823, 1.142, 0.637)
H (-1.948, -1.484, -0.460)
H (-2.861, 0.007, -0.140)
H (-1.053, -2.704, 1.597)
H (-1.425, -1.936, 3.162)
H (0.084, -0.060, 2.651)
H (0.979, -1.573, 2.456)

## Properties
Net charge ... 0
ΔE to the lowest compared entry with this formula, charge and spin ... 21.9 kcal/mol
Multiplicity ... 1

Calculated highest occupied orbital energy (eV), listed in the same order as above: -8.1, -8.3, -7.7, -9.1
Calculated LUMO (Ha), listed in the same order as above: 0.012, 0.002, 0.024, 0.019